Version w
Here is an isolated molecule of C4H8O2 from OMol25. Energies are from ωB97M-V/def2-TZVPD.

Properties
HOMO energy in eV: -9.443
LUMO in Ha: 0.0318
SMILES: COCC(C)=O
Kohn-Sham gap in eV: 10.3

Element x y z (Å)
C1 -1.88238 0.51837 -0.19031
O1 -0.95804 0.21062 0.82676
C2 -0.19620 -0.94115 0.57757
C3 1.17897 -0.70709 -0.05269
C4 1.70616 0.70556 -0.17525
O2 1.81497 -1.67516 -0.41108
H1 -2.54974 -0.33316 -0.38591
H2 -2.48201 1.36069 0.16201
H3 -1.40169 0.80500 -1.13863
H4 -0.01445 -1.42845 1.54467
H5 -0.73570 -1.66241 -0.05465
H6 2.79359 0.68711 -0.05296
H7 1.24016 1.39088 0.53890
H8 1.48634 1.06918 -1.18843

Charges obtained by Mulliken population analysis, quoted in units of e: C -0.668; O -0.366; C -0.361; C 0.595; C -1.017; O -0.563; H 0.313; H 0.243; H 0.276; H 0.309; H 0.316; H 0.366; H 0.300; H 0.258

---

Version x
Here is an isolated molecule of C4H8O2 from OMol25. Energies are from ωB97M-V/def2-TZVPD.

Properties
HOMO energy in eV: -9.467
LUMO in Ha: 0.0359
SMILES: COCCC=O
Kohn-Sham gap in eV: 10.4

Element x y z (Å)
C1 2.06885 0.32174 -0.55239
O1 0.72444 -0.00410 -0.75391
C2 0.12543 -0.42852 0.43321
C3 -1.30079 -0.68586 0.13880
C4 -1.91608 0.66837 -0.17168
O2 -3.05355 0.67162 0.21678
H1 2.46626 0.64679 -1.51313
H2 2.63220 -0.55232 -0.19376
H3 2.17556 1.13310 0.18456
H4 0.16839 0.37640 1.19913
H5 0.58003 -1.32682 0.85537
H6 -1.76486 -1.05573 1.07664
H7 -1.53538 -1.42219 -0.63609
H8 -1.37050 1.65752 -0.28353

Charges obtained by Mulliken population analysis, quoted in units of e: C -0.712; O -0.297; C -0.573; C -0.468; C 0.001; O -0.471; H 0.242; H 0.287; H 0.304; H 0.342; H 0.408; H 0.282; H 0.320; H 0.335

---

Version y
Here is an isolated molecule of C4H8O2 from OMol25. Energies are from ωB97M-V/def2-TZVPD.

Properties
HOMO energy in eV: -9.831
LUMO in Ha: 0.0282
SMILES: C[C@@H](O)CC=O
Kohn-Sham gap in eV: 10.6

Element x y z (Å)
C1 1.19899 -0.73940 -0.66844
C2 0.26927 -0.54431 0.52254
O1 1.09427 -0.27567 1.65459
C3 -0.74275 0.61024 0.37468
C4 -1.37538 0.93202 -0.96081
O2 -1.03254 0.52904 -2.04624
H1 1.98910 -1.45473 -0.41377
H2 0.63792 -1.10450 -1.53152
H3 1.67445 0.20686 -0.94870
H4 -0.29415 -1.47602 0.68954
H5 0.56895 -0.39486 2.45514
H6 -0.21831 1.54019 0.64918
H7 -1.56177 0.50165 1.10498
H8 -2.20806 1.66949 -0.88117

Charges obtained by Mulliken population analysis, quoted in units of e: C -1.301; C 0.422; O -0.561; C -0.635; C -0.008; O -0.465; H 0.356; H 0.366; H 0.309; H 0.203; H 0.322; H 0.298; H 0.362; H 0.332

---

Version z
Here is an isolated molecule of C4H8O2 from OMol25. Energies are from ωB97M-V/def2-TZVPD.

Properties
HOMO energy in eV: -9.895
LUMO in Ha: 0.0315
SMILES: OCC1(O)CC1
Kohn-Sham gap in eV: 10.8

Element x y z (Å)
O1 0.69481 1.94705 0.24820
C1 -0.49139 1.20169 0.43441
C2 -0.33703 -0.30022 0.21504
O2 -1.25400 -1.06011 0.95537
C3 1.01313 -0.88460 -0.06060
C4 -0.04495 -0.84548 -1.13886
H1 0.84063 2.07092 -0.69773
H2 -1.30895 1.58499 -0.19398
H3 -0.79375 1.35980 1.47513
H4 -0.93067 -1.09018 1.86701
H5 1.23509 -1.85059 0.38289
H6 1.85128 -0.19824 -0.12820
H7 0.06669 -0.15611 -1.97412
H8 -0.54089 -1.77891 -1.38456

Charges obtained by Mulliken population analysis, quoted in units of e: O -0.543; C -0.642; C 0.920; O -0.566; C -0.690; C -0.758; H 0.319; H 0.259; H 0.363; H 0.367; H 0.264; H 0.226; H 0.197; H 0.285

---

Tell me which of them is the least stable. Sure, it is version x.

---

Version w
Here is an isolated molecule of C4H8O2 from OMol25. Energies are from ωB97M-V/def2-TZVPD.

Properties
HOMO energy in eV: -9.801
LUMO in Ha: 0.0332
SMILES: C[C@H]1OC[C@H]1O
Kohn-Sham gap in eV: 10.7

Element x y z (Å)
C1 -1.29511 0.69177 -0.52168
C2 0.21952 0.50919 -0.59934
O1 0.86296 1.20206 0.48449
C3 1.14509 -0.03503 1.16276
C4 0.81816 -0.82839 -0.10532
O2 -0.03940 -1.92920 0.00243
H1 -1.72063 0.28932 0.40528
H2 -1.50005 1.76746 -0.52907
H3 -1.83244 0.25855 -1.37564
H4 0.58341 0.84666 -1.57745
H5 0.43228 -0.24192 1.97251
H6 2.16899 -0.06836 1.54923
H7 1.72156 -1.12035 -0.65586
H8 -0.85810 -1.64749 -0.41791

Charges obtained by Mulliken population analysis, quoted in units of e: C -1.526; C 0.340; O -0.436; C -0.460; C 0.081; O -0.558; H 0.364; H 0.339; H 0.398; H 0.298; H 0.249; H 0.271; H 0.287; H 0.351

---

Version x
Here is a cluster of 2 separate species, C4H8O2 in total from OMol25. Energies are from ωB97M-V/def2-TZVPD.

Properties
HOMO energy in eV: -9.033
LUMO in Ha: 0.0275
SMILES: O=CC/C=C/O.[H][H]
Kohn-Sham gap in eV: 9.8

Element x y z (Å)
O1 -2.38492 -0.72281 0.26108
C1 -1.60815 -0.07810 0.92476
C2 -0.62071 0.91959 0.36058
C3 0.78517 0.42794 0.59960
C4 1.50415 -0.15583 -0.35994
O2 2.75592 -0.65781 -0.24426
H1 -1.55598 -0.21968 2.02655
H2 -0.82510 1.03912 -0.70789
H3 -0.77509 1.88962 0.85235
H4 1.19712 0.52637 1.60460
H5 1.12826 -0.27964 -1.37289
H6 3.05451 -0.55197 0.66960
H7 -1.14630 -1.08869 -2.63233
H8 -1.50889 -1.04811 -1.98183

Charges obtained by Mulliken population analysis, quoted in units of e: O -0.450; C 0.098; C -0.636; C -0.319; C 0.084; O -0.476; H 0.310; H 0.298; H 0.308; H 0.248; H 0.244; H 0.301; H 0.215; H -0.224

---

Tell me which of them is the least stable. Sure, it is version x.

---

Version w
Here is an isolated molecule of C4H8O2 from OMol25. Energies are from ωB97M-V/def2-TZVPD.

Properties
HOMO energy in eV: -9.880
LUMO in Ha: 0.0314
SMILES: OC[C@H]1C[C@H]1O
Kohn-Sham gap in eV: 10.7

Element x y z (Å)
O1 -1.50885 -1.39826 1.46778
C1 -0.40727 -1.27648 0.58599
C2 0.38856 0.01296 0.60792
C3 1.24603 0.31829 -0.72201
C4 0.13973 1.20181 -0.22936
O2 -0.99505 1.22592 -1.03639
H1 -2.22331 -0.82563 1.16421
H2 -0.69330 -1.46524 -0.45323
H3 0.28311 -2.05978 0.91189
H4 0.74386 0.26322 1.62079
H5 0.99259 -0.27701 -1.61980
H6 2.32030 0.50495 -0.70739
H7 0.37153 2.15187 0.25662
H8 -0.65796 1.62337 -1.84705

Charges obtained by Mulliken population analysis, quoted in units of e: O -0.521; C -0.600; C -0.007; C -0.800; C 0.058; O -0.528; H 0.314; H 0.308; H 0.283; H 0.324; H 0.256; H 0.280; H 0.310; H 0.322

---

Version x
Here is a structure of composition C4H8O2 from OMol25. Energies are from ωB97M-V/def2-TZVPD.

Properties
HOMO energy in eV: -8.891
LUMO in Ha: 0.0330
Kohn-Sham gap in eV: 9.8

Element x y z (Å)
C1 0.96538 0.58845 0.18330
C2 1.04178 -0.87743 -0.22804
O1 0.08274 -1.62442 0.48983
C3 -1.56016 -0.68416 0.35309
O2 -1.43101 0.62040 0.52323
C4 -0.35532 1.22197 -0.21075
H1 1.06768 0.64034 1.27335
H2 1.76886 1.17151 -0.27371
H3 0.95737 -0.92253 -1.34184
H4 2.05974 -1.25797 -0.02671
H5 -2.38652 -1.01498 0.99768
H6 -1.25033 -1.24444 -0.50386
H7 -0.39405 2.28200 0.04726
H8 -0.56614 1.10126 -1.28283

Charges obtained by Mulliken population analysis, quoted in units of e: C -0.467; C -0.433; O -0.596; C -0.209; O -0.326; C -0.489; H 0.272; H 0.358; H 0.275; H 0.323; H 0.289; H 0.369; H 0.281; H 0.353

---

Tell me which of them is the least stable. Sure, it is version x.

---

Version w
Here is a cluster of 2 separate species, C4H8O2 in total from OMol25. Energies are from ωB97M-V/def2-TZVPD.

Properties
HOMO energy in eV: -9.522
LUMO in Ha: 0.0224
SMILES: CC(=O)O.C=C
Kohn-Sham gap in eV: 10.1

Element x y z (Å)
C1 2.38803 -0.42958 -0.43333
C2 1.48655 0.50770 0.21249
O1 0.65524 0.34491 1.04157
O2 1.53867 1.60750 -0.53802
H1 2.77103 -1.35407 0.32510
H2 1.58225 -0.75809 -1.18761
H3 3.33502 0.22349 -1.10739
H4 0.89062 2.33387 -0.21805
C3 -3.00104 -0.67310 -0.05690
C4 -1.92351 -0.05421 0.54461
H5 -3.93538 -0.42662 0.46851
H6 -2.81617 -1.66520 -0.56562
H7 -2.07773 0.59077 1.27716
H8 -0.89358 -0.24738 0.23749

Charges obtained by Mulliken population analysis, quoted in units of e: C -0.722; C 0.676; O -0.579; O -0.488; H 0.268; H 0.228; H 0.273; H 0.354; C -0.515; C -0.265; H 0.238; H 0.252; H 0.295; H -0.015

---

Version x
Here is a cluster of 2 separate species, C4H8O2 in total from OMol25. Energies are from ωB97M-V/def2-TZVPD.

Properties
HOMO energy in eV: -8.955
LUMO in Ha: 0.0290
SMILES: OC1=C[C@@H](O)C1.[H][H]
Kohn-Sham gap in eV: 9.7

Element x y z (Å)
O1 -0.58673 -1.68680 1.56979
C1 -0.43538 -0.73641 0.62679
C2 -0.24506 -0.80745 -0.69130
C3 -0.03829 0.69071 -0.79372
O2 -0.93894 1.42349 -1.59415
C4 -0.39012 0.76986 0.71909
H1 -1.11546 -1.32648 2.29196
H2 -0.27258 -1.61964 -1.40769
H3 0.99861 1.00704 -0.99161
H4 -0.73479 1.21121 -2.51336
H5 -1.38156 1.21144 0.85386
H6 0.33365 1.25622 1.38601
H7 2.61459 -0.55033 0.54112
H8 2.19206 -0.84286 0.00321

Charges obtained by Mulliken population analysis, quoted in units of e: O -0.523; C 0.558; C -0.998; C 0.540; O -0.555; C -0.834; H 0.339; H 0.359; H 0.257; H 0.300; H 0.281; H 0.277; H 0.208; H -0.210

---

Tell me which of them is the least stable. Sure, it is version w.

---

Version w
Here is a cluster of 2 separate species, C4H8O2 in total from OMol25. Energies are from ωB97M-V/def2-TZVPD.

Properties
HOMO energy in eV: -9.458
LUMO in Ha: 0.0203
SMILES: CO/C=C\C=O.[H][H]
Kohn-Sham gap in eV: 10.0

Element x y z (Å)
C1 -0.40634 -1.17031 -1.66393
O1 0.16996 -0.21018 -0.79104
C2 0.45218 -0.64567 0.44949
C3 0.89941 0.16449 1.42006
C4 1.11859 1.60156 1.22437
O2 1.58013 2.33133 2.07910
H1 -0.54875 -0.66752 -2.62117
H2 -1.37682 -1.51374 -1.28541
H3 0.26627 -2.02643 -1.79635
H4 0.30101 -1.71292 0.62182
H5 1.12792 -0.25087 2.39580
H6 0.83395 1.99826 0.22959
H7 -2.57382 1.11780 -0.16184
H8 -1.84369 0.98420 -0.10050

Charges obtained by Mulliken population analysis, quoted in units of e: C -0.762; O -0.266; C -0.118; C -0.245; C -0.007; O -0.516; H 0.248; H 0.345; H 0.322; H 0.364; H 0.308; H 0.352; H 0.273; H -0.299

---

Version x
Here is an isolated molecule of C4H8O2 from OMol25. Energies are from ωB97M-V/def2-TZVPD.

Properties
HOMO energy in eV: -8.921
LUMO in Ha: 0.0351
SMILES: CCO/C=C/O
Kohn-Sham gap in eV: 9.9

Element x y z (Å)
C1 1.97271 0.32438 -0.32812
C2 0.94174 -0.70017 0.03865
O1 0.25533 -0.35228 1.26591
C3 -1.00385 -0.40567 0.72898
C4 -1.57252 0.64676 0.14920
O2 -2.69380 0.49190 -0.63985
H1 1.43069 1.22519 -0.63600
H2 2.53821 -0.04644 -1.18732
H3 2.65419 0.57782 0.48416
H4 1.31182 -1.73885 0.13223
H5 0.07335 -0.48390 -0.67133
H6 -1.35381 -1.42200 0.52348
H7 -1.14124 1.64884 0.19676
H8 -3.41282 0.23441 -0.05676

Charges obtained by Mulliken population analysis, quoted in units of e: C -1.068; C -0.246; O -0.359; C -0.208; C -0.249; O -0.507; H 0.242; H 0.334; H 0.294; H 0.298; H 0.398; H 0.371; H 0.364; H 0.337

---

Tell me which of them is the least stable. Sure, it is version x.

---

Version w
Here is an isolated molecule of C2H7N3 from OMol25. Energies are from ωB97M-V/def2-TZVPD.

Properties
HOMO energy in eV: -8.673
LUMO in Ha: 0.0486
SMILES: CC/N=N/N
Kohn-Sham gap in eV: 10.0

Element x y z (Å)
C1 -0.28378 0.71443 -1.55574
C2 -1.04043 0.51340 -0.27152
N1 -0.39580 -0.13966 0.80715
N2 0.82509 -0.43648 0.66390
N3 1.40055 -0.92189 1.79367
H1 -0.93128 1.14146 -2.31850
H2 0.57582 1.36579 -1.38500
H3 0.11185 -0.23408 -1.92079
H4 -1.64561 1.33841 0.10014
H5 -1.59315 -0.56621 -0.01420
H6 2.20558 -1.49428 1.59204
H7 0.77116 -1.28088 2.50885

Charges obtained by Mulliken population analysis, quoted in units of e: C -0.936; C -0.192; N -0.293; N -0.021; N -0.484; H 0.340; H 0.272; H 0.269; H 0.324; H 0.237; H 0.221; H 0.262

---

Version x
Here is an isolated molecule of C2H7N3 from OMol25. Energies are from ωB97M-V/def2-TZVPD.

Properties
HOMO energy in eV: -8.448
LUMO in Ha: 0.0319
SMILES: [H]/N=C\N(C)N
Kohn-Sham gap in eV: 9.3

Element x y z (Å)
H1 -1.96844 0.19293 -0.93844
N1 -1.11507 0.25575 -1.59252
C1 0.09392 0.01205 -1.24463
N2 0.30188 -0.39525 0.12504
C2 -0.62450 -0.26098 0.90865
N3 1.44660 0.12144 0.72867
H2 0.81682 0.05786 -2.01032
H3 -1.20779 0.60218 1.17037
H4 -1.46136 -0.75997 0.21012
H5 -0.26829 -0.90201 1.65887
H6 1.55289 1.21376 0.89916
H7 2.43334 -0.13777 0.08503

Charges obtained by Mulliken population analysis, quoted in units of e: H 0.258; N -0.728; C 0.178; N 0.220; C -1.026; N -0.811; H 0.410; H 0.389; H 0.220; H 0.388; H 0.239; H 0.264

---

Tell me which of them is the least stable. Sure, it is version x.